The following is a DFT calculation (ωB97M-V with the def2-TZVPD basis set) of 2 unconnected molecules or ions with the total composition C4H8ClOP at a distorted geometry.

Structure (ORCA input):
```
! wB97M-V def2-TZVPD RIJCOSX def2/J DEFGRID3
* xyz 0 1
Cl 3.8176 -0.7810 0.9385
P 3.0029 0.2589 -0.6415
O 2.5546 -0.6825 -1.6489
C -1.2802 -0.6659 -0.9685
C 1.9363 1.2947 0.2503
C 1.7719 2.4260 0.7933
C -0.6948 -1.1236 0.4269
H -1.5791 -1.4137 -1.6953
H 2.3739 3.3033 0.6783
H -1.4272 -1.2934 1.3274
H 1.1019 2.4680 1.6124
H -1.8148 0.3060 -0.8900
H -0.0929 -2.0745 0.3307
H -0.3826 -0.2676 -1.4060
H 0.0665 -0.3840 0.7292
*
```

Orbital gap ... 7.8665 eV
Energy relative to the best compared isomer or geometry (same formula, charge and spin) ... 362.63 kJ/mol
E_tot ... -28133.764 eV
HOMO energy ... -9.5 eV